No. 1
Entry from the Open Molecules 2025 dataset: a structure of composition C30H36N3O2Os at a distorted geometry (wB97M-V/def2-TZVPD).

- total charge = +1
- E_HOMO (alpha / beta) (eV) = -10.74 / -11.06
- expectation value of S² = 6.05
- frontier orbital gap (alpha / beta) (eV) = 7.8824 / 5.9531
- multiplicity = 5

XYZ file:
```
72
C30H36N3O2Os wB97M-V/def2-TZVPD
Os 0.914 0.077 -1.144
C 4.131 2.657 -2.444
C 2.893 1.821 -2.510
O 2.578 1.203 -1.436
C 2.145 1.820 -3.700
C 0.941 1.169 -3.947
C 0.266 1.373 -5.267
N 0.365 0.358 -3.030
N -0.814 -0.222 -3.394
C -1.325 -0.954 -2.431
O -0.784 -1.008 -1.244
C -2.519 -1.752 -2.740
C -3.495 -1.259 -3.603
C -4.574 -2.056 -3.944
C -4.668 -3.349 -3.444
C -3.705 -3.833 -2.570
C -2.639 -3.030 -2.200
H 4.864 2.206 -1.779
H 3.865 3.633 -2.030
H 4.560 2.809 -3.431
H 2.538 2.410 -4.513
H 0.619 2.282 -5.746
H -0.812 1.409 -5.139
H 0.485 0.527 -5.922
H -3.406 -0.252 -3.987
H -5.346 -1.673 -4.596
H -5.496 -3.978 -3.741
H -3.790 -4.837 -2.175
H -1.887 -3.389 -1.509
C 0.091 -3.336 4.535
C 0.629 -2.992 3.174
C 1.098 -3.974 2.305
C 1.605 -3.644 1.043
C 2.168 -4.717 0.153
C 1.575 -2.328 0.646
C 1.052 -1.295 1.472
C 0.660 -1.666 2.780
N 0.957 -0.054 0.915
C 0.400 1.125 1.603
C 0.443 2.304 0.608
C -0.157 3.578 1.213
C 0.664 3.967 2.444
C 0.628 2.814 3.448
C -0.824 2.538 3.854
C -1.653 2.177 2.617
C -1.612 3.327 1.610
C -1.089 0.910 1.972
C 1.242 1.559 2.819
H 0.199 -4.397 4.752
H -0.969 -3.083 4.592
H 0.608 -2.767 5.308
H 1.084 -5.011 2.616
H 2.484 -5.578 0.738
H 3.023 -4.350 -0.415
H 1.414 -5.058 -0.559
H 1.970 -2.060 -0.335
H 0.344 -0.927 3.496
H -0.142 2.053 -0.303
H 1.481 2.495 0.327
H -0.111 4.377 0.470
H 0.245 4.870 2.894
H 1.696 4.185 2.156
H 1.212 3.079 4.332
H -1.244 3.428 4.329
H -0.864 1.725 4.584
H -2.687 1.987 2.914
H -2.040 4.232 2.047
H -2.204 3.069 0.727
H -1.637 0.668 1.055
H -1.217 0.067 2.645
H 1.316 0.770 3.565
H 2.258 1.768 2.470
```

How is the electron density shared among the atoms? According to natural (NBO), the charges in e are:
1. Os 1.485
2. C -0.690
3. C 0.564
4. O -0.684
5. C -0.423
6. C 0.347
7. C -0.672
8. N -0.390
9. N -0.368
10. C 0.552
11. O -0.675
12. C -0.063
13. C -0.187
14. C -0.205
15. C -0.184
16. C -0.196
17. C -0.202
18. H 0.249
19. H 0.254
20. H 0.239
21. H 0.237
22. H 0.233
23. H 0.260
24. H 0.258
25. H 0.227
26. H 0.225
27. H 0.224
28. H 0.222
29. H 0.223
30. C -0.637
31. C 0.024
32. C -0.174
33. C 0.014
34. C -0.634
35. C -0.221
36. C 0.223
37. C -0.238
38. N -0.476
39. C 0.144
40. C -0.422
41. C -0.204
42. C -0.405
43. C -0.208
44. C -0.404
45. C -0.223
46. C -0.404
47. C -0.421
48. C -0.428
49. H 0.226
50. H 0.229
51. H 0.229
52. H 0.220
53. H 0.229
54. H 0.224
55. H 0.230
56. H 0.184
57. H 0.215
58. H 0.187
59. H 0.230
60. H 0.221
61. H 0.221
62. H 0.209
63. H 0.226
64. H 0.220
65. H 0.208
66. H 0.226
67. H 0.221
68. H 0.207
69. H 0.218
70. H 0.220
71. H 0.217
72. H 0.217



No. 2
Entry from the Open Molecules 2025 dataset: a structure of composition C30H36N4O2ReS2Sb (wB97M-V/def2-TZVPD).

- total charge = +2
- E_HOMO (eV) = -13.17
- frontier orbital gap (eV) = 6.0229
- multiplicity = 1

XYZ file:
```
76
C30H36N4O2ReS2Sb wB97M-V/def2-TZVPD
Re -0.212 -0.097 -0.122
O 3.968 0.298 3.505
C 2.851 0.184 4.252
C 2.915 0.110 5.640
C 1.764 -0.001 6.391
C 0.517 -0.043 5.772
C 0.444 0.027 4.400
C 1.599 0.139 3.611
C 1.476 0.202 2.160
O 0.180 0.118 1.706
N 2.438 0.279 1.320
N 2.016 0.220 -0.005
C 3.045 0.271 -0.807
S 4.659 0.394 -0.209
C 5.421 0.576 -1.848
C 4.601 -0.200 -2.858
S 2.853 0.166 -2.532
H 4.741 0.308 4.083
H 3.883 0.143 6.127
H 1.838 -0.057 7.469
H -0.383 -0.136 6.362
H -0.519 -0.013 3.913
H 6.433 0.179 -1.779
H 5.473 1.634 -2.101
H 4.754 -1.275 -2.769
H 4.814 0.113 -3.878
N -0.374 3.736 -5.405
C -0.388 2.667 -4.988
C -0.442 1.344 -4.433
C -0.613 0.209 -5.214
C -0.655 -1.003 -4.551
C -0.530 -1.041 -3.176
N -0.359 0.052 -2.401
C -0.320 1.217 -3.058
H -0.711 0.278 -6.288
H -0.788 -1.931 -5.088
H -0.572 -1.993 -2.677
H -0.153 2.110 -2.482
C 1.401 4.154 -1.771
C 0.869 4.092 -0.346
Sb -0.683 2.671 0.023
C -2.352 3.340 -1.125
C -3.031 4.605 -0.613
C -1.099 2.950 2.094
C -1.228 4.405 2.525
H 2.137 4.954 -1.859
H 0.618 4.372 -2.500
H 1.903 3.227 -2.057
H 0.435 5.050 -0.052
H 1.669 3.874 0.364
H -3.050 2.502 -1.168
H -1.976 3.494 -2.140
H -3.538 4.429 0.336
H -3.781 4.935 -1.331
H -2.328 5.426 -0.475
H -0.278 2.457 2.617
H -1.999 2.371 2.309
H -0.334 4.980 2.283
H -1.357 4.456 3.606
H -2.083 4.899 2.067
C 0.268 -2.076 -0.574
H 1.174 -2.219 -1.164
H -0.523 -2.756 -0.877
H 0.513 -2.337 0.472
C -1.933 -0.275 0.105
C -3.334 -0.318 0.334
C -3.839 -0.051 1.615
C -5.204 -0.084 1.827
C -6.061 -0.379 0.772
C -5.565 -0.648 -0.498
C -4.201 -0.623 -0.725
H -3.157 0.164 2.429
H -5.606 0.112 2.812
H -7.128 -0.406 0.944
H -6.245 -0.883 -1.305
H -3.802 -0.838 -1.708
```

How is the electron density shared among the atoms? According to Mulliken, the charges in e are:
1. Re -0.662
2. O -0.458
3. C 1.028
4. C -0.802
5. C -0.567
6. C -1.050
7. C -0.166
8. C -0.098
9. C 0.349
10. O 0.514
11. N -0.685
12. N 0.363
13. C -0.291
14. S 0.067
15. C -0.621
16. C -0.696
17. S 0.125
18. H 0.360
19. H 0.339
20. H 0.412
21. H 0.456
22. H 0.570
23. H 0.435
24. H 0.321
25. H 0.333
26. H 0.440
27. N -0.452
28. C -0.252
29. C 0.023
30. C -0.539
31. C -0.939
32. C -0.380
33. N 0.158
34. C 0.054
35. H 0.566
36. H 0.514
37. H 0.489
38. H 0.010
39. C -1.091
40. C -0.945
41. Sb 0.634
42. C -0.293
43. C -1.364
44. C -0.080
45. C -1.256
46. H 0.407
47. H 0.326
48. H 0.147
49. H 0.629
50. H 0.547
51. H 0.453
52. H 0.349
53. H 0.384
54. H 0.399
55. H 0.325
56. H 0.116
57. H 0.204
58. H 0.321
59. H 0.448
60. H 0.255
61. C -1.720
62. H 0.475
63. H 0.522
64. H 0.342
65. C 0.873
66. C 1.465
67. C 0.053
68. C -0.892
69. C -0.395
70. C -0.829
71. C -0.263
72. H 0.358
73. H 0.454
74. H 0.430
75. H 0.434
76. H 0.513



No. 3
Entry from the Open Molecules 2025 dataset: a structure of composition C30H36N6S4V at a distorted geometry (wB97M-V/def2-TZVPD).

- total charge = +2
- E_HOMO (alpha / beta) (eV) = -13.21 / -12.98
- expectation value of S² = 1.09
- frontier orbital gap (alpha / beta) (eV) = 6.6202 / 6.3291
- multiplicity = 2

XYZ file:
```
77
C30H36N6S4V wB97M-V/def2-TZVPD
V -0.174 -0.960 0.011
C 2.071 -1.157 2.742
C 1.181 -0.234 3.559
S -0.485 -0.018 2.845
C -1.077 1.544 3.489
C -0.275 2.846 3.322
S 0.662 2.862 1.784
C 1.719 4.295 2.316
C 2.945 4.480 1.464
S 2.918 3.336 0.020
C 3.883 1.869 0.539
C 3.242 0.941 1.594
S 2.349 -0.571 1.020
H 1.672 -2.178 2.681
H 3.072 -1.255 3.227
H 1.613 0.787 3.722
H 1.000 -0.698 4.579
H -1.337 1.390 4.591
H -2.029 1.635 3.016
H 0.334 2.925 4.217
H -0.951 3.695 3.272
H 1.974 4.216 3.403
H 1.033 5.114 2.222
H 3.900 4.184 1.974
H 3.107 5.516 1.189
H 4.859 2.223 0.933
H 4.099 1.332 -0.410
H 2.460 1.511 2.058
H 3.981 0.613 2.338
N -1.484 2.729 -1.704
C -0.774 1.648 -1.343
N -1.300 0.653 -0.721
C -2.652 0.553 -0.539
N -3.117 -0.483 0.112
N -2.100 -1.335 0.359
C -2.331 -2.348 1.142
C -1.263 -3.256 1.295
C -1.297 -4.428 2.061
C -0.169 -5.243 2.103
C 0.943 -4.886 1.324
C 0.916 -3.708 0.650
N -0.165 -2.894 0.632
C -3.453 1.663 -0.892
C -4.848 1.631 -0.758
C -5.619 2.670 -1.270
C -5.014 3.772 -1.872
C -3.636 3.842 -2.025
C -2.866 2.770 -1.538
H -1.065 3.459 -2.283
H 0.290 1.634 -1.424
H -3.216 -2.385 1.780
H -2.154 -4.604 2.681
H -0.171 -6.033 2.847
H 1.840 -5.471 1.332
H 1.730 -3.288 0.104
H -5.403 0.867 -0.190
H -6.674 2.662 -1.206
H -5.614 4.548 -2.331
H -3.107 4.709 -2.444
C 2.358 -0.015 -2.986
C 1.733 -1.285 -3.455
C 2.198 -1.909 -4.635
C 1.670 -3.138 -5.090
C 0.564 -3.668 -4.436
C 0.037 -3.065 -3.285
C -1.292 -3.552 -2.796
C 0.684 -1.920 -2.724
N 0.232 -1.351 -1.547
H 1.894 0.897 -3.464
H 3.415 -0.014 -3.305
H 2.299 0.131 -1.862
H 3.003 -1.481 -5.190
H 2.125 -3.678 -5.940
H 0.052 -4.583 -4.790
H -1.283 -4.631 -2.662
H -2.010 -3.330 -3.582
H -1.649 -3.102 -1.848
```

How is the electron density shared among the atoms? According to Mulliken, the charges in e are:
1. V -0.444
2. C -0.782
3. C -0.907
4. S 0.403
5. C -1.121
6. C -0.965
7. S 0.153
8. C -0.755
9. C -0.675
10. S -0.104
11. C -0.750
12. C 0.095
13. S 0.192
14. H 0.254
15. H 0.621
16. H 0.362
17. H 0.551
18. H 0.449
19. H 0.449
20. H 0.451
21. H 0.588
22. H 0.304
23. H 0.552
24. H 0.305
25. H 0.438
26. H 0.487
27. H 0.343
28. H -0.760
29. H 0.470
30. N 0.169
31. C -0.916
32. N 0.448
33. C 0.395
34. N -1.561
35. N 1.704
36. C -0.413
37. C 0.697
38. C -0.946
39. C -0.442
40. C -0.887
41. C -0.528
42. N 0.746
43. C 0.541
44. C -0.519
45. C -0.829
46. C -0.424
47. C -0.942
48. C 0.295
49. H 0.354
50. H 0.679
51. H 0.414
52. H 0.508
53. H 0.427
54. H 0.497
55. H 0.604
56. H 0.397
57. H 0.477
58. H 0.423
59. H 0.397
60. C -0.947
61. C 1.091
62. C -0.890
63. C -0.751
64. C -0.713
65. C 0.688
66. C -1.191
67. C 0.039
68. N 0.161
69. H 0.295
70. H 0.517
71. H -0.304
72. H 0.486
73. H 0.391
74. H 0.428
75. H 0.421
76. H 0.391
77. H -0.080



Look up the total charge of the second one.
+2



Number 3 is which compound?
C30H36N6S4V



Number 3 is which compound?
C30H36N6S4V